Entry 1:
A 2-piece molecular cluster, C4H13N3 overall at a distorted geometry, computed with ωB97M-V with the def2-TZVPD basis set.

Each line ends with the Löwdin charge.
Element x y z (Å)
C (-2.690, -0.025, -0.304)  -0.157
C (1.591, 1.758, 1.446)  -0.081
C (1.898, 0.845, 0.343)  -0.133
C (1.496, -0.412, 0.189)  -0.095
N (-2.951, -0.798, 0.704)  0.213
N (-2.984, -0.279, -1.606)  0.174
N (2.274, -1.336, -0.671)  0.229
H (0.848, 2.531, 1.402)  0.079
H (-2.400, 1.016, -0.076)  0.172
H (1.285, 1.224, 2.314)  0.065
H (2.625, 2.298, 1.831)  0.174
H (2.625, 1.253, -0.461)  0.162
H (0.846, -0.928, 0.869)  0.120
H (-2.897, -0.517, 1.601)  0.093
H (-3.477, -1.698, 0.490)  0.196
H (-2.982, 0.562, -2.189)  0.141
H (-3.135, -1.222, -2.035)  0.167
H (2.583, -2.085, -0.141)  0.145
H (3.106, -0.845, -0.843)  0.144
H (1.821, -1.697, -1.521)  0.193

Properties
- Multiplicity: 1
- Net charge: +2


Entry 2:
The molecule C4H8N2O, computed with ωB97M-V with the def2-TZVPD basis set.

Each line ends with the Löwdin charge.
Element x y z (Å)
C (0.965, 1.669, -0.514)  -0.058
C (0.798, 0.373, 0.256)  -0.337
N (-0.048, 0.464, 1.477)  -0.009
C (-0.870, -0.703, 1.070)  -0.118
C (-0.192, -0.635, -0.275)  -0.268
N (-0.363, -1.081, -1.445)  0.047
O (-1.451, -1.948, -1.495)  -0.059
H (1.569, 2.378, 0.062)  0.074
H (-0.014, 2.120, -0.704)  0.082
H (1.461, 1.480, -1.472)  0.078
H (1.778, -0.097, 0.440)  0.145
H (0.466, 0.321, 2.339)  0.099
H (-1.951, -0.521, 1.083)  0.113
H (-0.662, -1.639, 1.610)  0.121
H (-1.487, -2.182, -2.431)  0.089

Properties
- Multiplicity: 1
- SMILES: C[C@H]1NC/C1=N\O


Entry 3:
A 2-piece molecular cluster, C4H7F2NO overall at a distorted geometry, computed with ωB97M-V with the def2-TZVPD basis set.

Each line ends with the Löwdin charge.
Element x y z (Å)
O (0.882, -1.079, 1.929)  0.027
C (1.929, -1.064, 1.119)  -0.169
C (1.928, -1.294, -0.154)  -0.247
F (3.109, -1.235, -0.937)  0.030
F (0.845, -1.847, -0.823)  0.053
H (0.030, -1.519, 1.707)  0.133
H (2.790, -0.849, 1.649)  0.118
C (-1.324, 0.823, -1.826)  -0.088
N (-0.774, 0.658, -0.707)  -0.091
C (-1.431, 1.243, 0.460)  -0.154
H (-0.959, 0.296, -2.794)  0.098
H (-2.184, 1.463, -1.986)  0.056
H (-0.862, 2.180, 0.824)  0.102
H (-2.491, 1.609, 0.203)  0.084
H (-1.489, 0.613, 1.335)  0.046

Properties
- Multiplicity: 1
- SMILES: OC=C(F)F.C=NC


Entry 4:
A 2-piece molecular cluster, C3H8S2 overall at a distorted geometry, computed with ωB97M-V with the def2-TZVPD basis set.

Each line ends with the Löwdin charge.
Element x y z (Å)
C (0.034, 0.527, 2.720)  -0.087
C (1.416, 0.659, 2.790)  -0.088
H (-0.620, 0.448, 3.640)  0.057
H (-0.346, 0.162, 1.762)  0.020
H (2.176, 0.678, 3.592)  0.040
H (1.963, 0.557, 1.761)  0.065
C (-1.002, -0.649, -1.510)  -0.456
S (0.704, -0.545, -2.226)  0.324
S (0.225, 0.479, -3.996)  0.252
H (-0.718, -1.441, -0.779)  0.031
H (-1.181, 0.353, -1.224)  0.006
H (-1.714, -1.021, -2.207)  0.007
H (-0.936, -0.207, -4.323)  -0.170

Properties
- Multiplicity: 1
- SMILES: C=C.CSS


Total energy in eV, matching the order above: -8811.745, -9302.862, -13231.093, -24909.173
Highest occupied orbital energy in eV, matching the order above: -17.768, -9.161, -9.118, -8.518
Energy above the lowest of the compared OMol25 structures with the same formula, charge and spin in kcal per mole, matching the order above: 42.2, 81.4, 72.7, 51.3